Formula: C3H4N2O
Source: OMol25
Level of theory: ωB97M-V/def2-TZVPD

Structure (ORCA input):
```
! wB97M-V def2-TZVPD RIJCOSX def2/J DEFGRID3
* xyz 0 1
H -0.6522 2.0889 -2.0116
C -0.3026 1.0389 -1.9402
C 0.1367 -1.3826 1.5534
N 0.5828 -0.4991 2.4333
N 0.6319 0.6684 1.8008
H -1.1855 0.3639 -1.9341
H -0.0488 -2.4753 1.6646
C 0.2369 0.3884 0.4721
O -0.0310 -0.9231 0.3633
H 0.6318 0.7317 -2.4015
*
```

Results
E_HOMO (alpha / beta) = -9.4 / -9.4 eV
gap between HOMO and LUMO (alpha / beta) = 7.87 / 7.78 eV
strongest force on any atom = 5.0 eV/A
E_LUMO (alpha / beta) = -1.549 / -1.622 eV

Here is what Löwdin gives for the atomic charges, in e: number 1, H, carries 0.03; number 2, C, carries 0.18; number 3, C, carries -0.27; number 4, N, carries -0.01; number 5, N, carries -0.02; number 6, H, carries 0.02; number 7, H, carries 0.14; number 8, C, carries -0.08; number 9, O, carries -0.02; number 10, H, carries 0.01


Formula: C3H4N2O
Source: OMol25
Level of theory: ωB97M-V/def2-TZVPD

Structure (ORCA input):
```
! wB97M-V def2-TZVPD RIJCOSX def2/J DEFGRID3
* xyz 0 1
C 0.3359 -0.5775 0.6220
H -1.7751 -1.0773 -0.0408
O 1.0343 -1.4113 -0.2658
H 1.2770 -0.8720 -1.0342
C -0.0020 1.4405 -0.2736
H 0.3107 -1.0806 1.5906
H 0.0808 2.4113 -0.7459
N -1.0628 -0.3769 0.1210
C 0.9709 0.7849 0.4884
N -1.1697 0.7588 -0.4618
*
```

Results
E_HOMO (alpha / beta) = -8.7 / -8.7 eV
gap between HOMO and LUMO (alpha / beta) = 7.61 / 7.62 eV
strongest force on any atom = 0.5 eV/A
E_LUMO (alpha / beta) = -1.119 / -1.119 eV

Here is what Löwdin gives for the atomic charges, in e: number 1, C, carries -0.41; number 2, H, carries 0.15; number 3, O, carries -0.01; number 4, H, carries 0.10; number 5, C, carries -0.21; number 6, H, carries 0.15; number 7, H, carries 0.08; number 8, N, carries 0.03; number 9, C, carries 0.04; number 10, N, carries 0.09


Formula: C3H4N2O
Source: OMol25
Level of theory: ωB97M-V/def2-TZVPD

Structure (ORCA input):
```
! wB97M-V def2-TZVPD RIJCOSX def2/J DEFGRID3
* xyz 0 1
N 0.8210 -1.1573 0.6614
C 0.0622 -0.2842 0.1631
H -1.9715 -1.0443 0.5431
H -1.8029 0.7179 0.4981
N 2.3263 0.6759 -0.2705
O 2.0599 -1.0868 0.6698
H 0.5686 1.7202 -0.8833
H -1.7382 -0.2165 -1.0055
C -1.4441 -0.2159 0.0508
C 1.1187 0.8909 -0.4269
*
```

Results
E_HOMO = -9.9 eV
gap between HOMO and LUMO = 9.38 eV
strongest force on any atom = 1.8 eV/A
E_LUMO = -0.487 eV

Here is what Löwdin gives for the atomic charges, in e: number 1, N, carries -0.05; number 2, C, carries -0.25; number 3, H, carries 0.09; number 4, H, carries 0.08; number 5, N, carries 0.17; number 6, O, carries -0.03; number 7, H, carries 0.12; number 8, H, carries 0.08; number 9, C, carries -0.05; number 10, C, carries -0.15


Formula: C3H4N2O
Source: OMol25
Level of theory: ωB97M-V/def2-TZVPD

Structure (ORCA input):
```
! wB97M-V def2-TZVPD RIJCOSX def2/J DEFGRID3
* xyz 0 1
N 1.5714 0.6723 0.0577
C -2.1634 0.0322 0.1081
H 1.9283 -1.3186 0.6829
C -0.8183 -0.0112 -0.4620
H -0.4742 0.9801 -0.1669
H -0.7328 -0.0718 -1.5508
C 1.2751 -0.5283 0.3088
N -3.1421 0.3550 0.6308
H 2.5344 0.8936 0.2728
O 0.0216 -1.0033 0.1186
*
```

Results
E_HOMO = -10.9 eV
gap between HOMO and LUMO = 11.64 eV
SMILES string = [H]/N=C/OCC#N
strongest force on any atom = 1.0 eV/A
E_LUMO = 0.740 eV

Here is what Löwdin gives for the atomic charges, in e: number 1, N, carries 0.11; number 2, C, carries -0.17; number 3, H, carries 0.14; number 4, C, carries -0.20; number 5, H, carries 0.11; number 6, H, carries 0.14; number 7, C, carries -0.29; number 8, N, carries 0.15; number 9, H, carries 0.06; number 10, O, carries -0.05


Formula: C3H4N2O
Source: OMol25
Level of theory: ωB97M-V/def2-TZVPD

Structure (ORCA input):
```
! wB97M-V def2-TZVPD RIJCOSX def2/J DEFGRID3
* xyz 0 1
C 0.6890 0.3546 0.4911
N 0.9284 0.7272 -0.7995
C -1.4260 -0.6121 -0.4078
H -0.9189 -0.4470 1.6524
H 1.6533 1.4170 -0.9261
O 1.3190 0.7694 1.4453
H -0.0213 -1.6763 0.7774
N -2.0816 -0.4278 -1.3462
C -0.4434 -0.6649 0.6907
H 0.3015 0.5598 -1.5773
*
```

Results
E_HOMO = -10.6 eV
gap between HOMO and LUMO = 11.28 eV
SMILES string = N#CCC(N)=O
strongest force on any atom = 1.4 eV/A
E_LUMO = 0.719 eV

Here is what Löwdin gives for the atomic charges, in e: number 1, C, carries -0.54; number 2, N, carries 0.17; number 3, C, carries -0.22; number 4, H, carries 0.13; number 5, H, carries 0.11; number 6, O, carries 0.06; number 7, H, carries 0.13; number 8, N, carries 0.15; number 9, C, carries -0.08; number 10, H, carries 0.09


Formula: C3H4N2O
Source: OMol25
Level of theory: ωB97M-V/def2-TZVPD

Structure (ORCA input):
```
! wB97M-V def2-TZVPD RIJCOSX def2/J DEFGRID3
* xyz 0 1
C 0.1723 1.1270 -0.0280
N 0.0605 -1.1172 -0.0134
H 2.1448 -1.4670 0.1092
H 2.3238 1.2010 0.0150
C 1.3372 -0.7429 0.0185
H -0.3012 2.0909 0.2328
H -2.1721 -0.9119 0.0955
C 1.4413 0.6327 -0.0221
N -0.6123 0.0415 -0.0261
O -1.9797 0.0644 0.0017
*
```

Results
E_HOMO = -9.2 eV
gap between HOMO and LUMO = 10.23 eV
SMILES string = On1cccn1
strongest force on any atom = 2.1 eV/A
E_LUMO = 1.040 eV

Here is what Löwdin gives for the atomic charges, in e: number 1, C, carries -0.07; number 2, N, carries 0.08; number 3, H, carries 0.11; number 4, H, carries 0.08; number 5, C, carries -0.17; number 6, H, carries 0.14; number 7, H, carries 0.14; number 8, C, carries -0.10; number 9, N, carries -0.25; number 10, O, carries 0.04


Formula: C3H4N2O
Source: OMol25
Level of theory: ωB97M-V/def2-TZVPD

Structure (ORCA input):
```
! wB97M-V def2-TZVPD RIJCOSX def2/J DEFGRID3
* xyz 0 1
H 2.7099 0.1889 0.2282
H 0.1274 1.8778 -0.4733
C -1.2206 0.2816 0.1480
C 0.9170 -0.1743 -0.3207
O 2.2416 0.0596 -0.6109
H -1.9853 -1.4738 0.6746
N 0.5026 -1.3979 -0.0410
N -1.0924 -1.0301 0.3472
H -2.1506 0.8243 0.3156
C -0.0495 0.8437 -0.2678
*
```

Results
E_HOMO = -8.9 eV
gap between HOMO and LUMO = 9.72 eV
SMILES string = Oc1cc[nH]n1
strongest force on any atom = 3.7 eV/A
E_LUMO = 0.781 eV

Here is what Löwdin gives for the atomic charges, in e: number 1, H, carries 0.12; number 2, H, carries 0.09; number 3, C, carries -0.19; number 4, C, carries -0.48; number 5, O, carries 0.04; number 6, H, carries 0.14; number 7, N, carries 0.18; number 8, N, carries 0.03; number 9, H, carries 0.12; number 10, C, carries -0.06


Formula: C3H4N2O
Source: OMol25
Level of theory: ωB97M-V/def2-TZVPD

Structure (ORCA input):
```
! wB97M-V def2-TZVPD RIJCOSX def2/J DEFGRID3
* xyz 0 1
H -1.8669 -0.9846 -0.3317
H -1.6975 0.3635 0.8554
H -1.9358 0.7107 -0.8520
O 0.5912 -0.8174 -1.1529
H 2.5362 0.4387 1.1755
C 1.6793 0.2241 0.5483
C -1.4720 0.0103 -0.1499
N 1.3752 -1.0759 0.1949
C -0.0143 0.0444 -0.3886
N 0.8046 1.0861 0.1010
*
```

Results
E_HOMO = -8.9 eV
gap between HOMO and LUMO = 8.83 eV
strongest force on any atom = 2.1 eV/A
E_LUMO = -0.095 eV

Here is what Löwdin gives for the atomic charges, in e: number 1, H, carries 0.09; number 2, H, carries 0.10; number 3, H, carries 0.11; number 4, O, carries 0.02; number 5, H, carries 0.12; number 6, C, carries -0.24; number 7, C, carries 0.03; number 8, N, carries 0.10; number 9, C, carries -0.45; number 10, N, carries 0.10


Formula: C3H4N2O
Source: OMol25
Level of theory: ωB97M-V/def2-TZVPD

Structure (ORCA input):
```
! wB97M-V def2-TZVPD RIJCOSX def2/J DEFGRID3
* xyz 0 1
H 2.0505 -1.0219 0.2171
C 0.4626 0.4537 0.4379
O -1.1979 -1.2774 -0.8914
C -1.3434 -0.0881 -1.0100
N -0.5571 0.8595 -0.3684
H 0.8701 -1.3476 1.5980
C 1.2644 -0.6414 0.8688
H -0.7554 1.8461 -0.4722
N 1.3296 0.8467 1.2590
H -2.1234 0.3705 -1.6388
*
```

Results
E_HOMO = -9.9 eV
gap between HOMO and LUMO = 10.58 eV
SMILES string = O=CNC1=NC1
strongest force on any atom = 0.5 eV/A
E_LUMO = 0.647 eV

Here is what Löwdin gives for the atomic charges, in e: number 1, H, carries 0.09; number 2, C, carries -0.41; number 3, O, carries 0.06; number 4, C, carries -0.31; number 5, N, carries 0.13; number 6, H, carries 0.09; number 7, C, carries -0.09; number 8, H, carries 0.15; number 9, N, carries 0.16; number 10, H, carries 0.13


Formula: C3H4N2O2
Source: OMol25
Level of theory: ωB97M-V/def2-TZVPD

Structure (ORCA input):
```
! wB97M-V def2-TZVPD RIJCOSX def2/J DEFGRID3
* xyz 0 1
H 0.7159 -1.0868 -0.6455
H 2.1328 -0.5965 0.1987
N -0.9016 2.5366 -0.2534
C -0.3949 1.6150 0.1683
C 0.2914 0.4543 0.5080
H 1.4066 0.2345 -1.3287
O -2.5085 -0.5863 0.5235
C 1.2197 -0.2363 -0.3605
N -1.4663 -0.9154 0.1042
H 0.5516 0.4324 1.6380
O -1.0467 -1.8516 -0.5525
*
```

Results
E_HOMO (alpha / beta) = -9.8 / -9.6 eV
gap between HOMO and LUMO (alpha / beta) = 8.44 / 8.12 eV
strongest force on any atom = 3.9 eV/A
E_LUMO (alpha / beta) = -1.371 / -1.434 eV

Here is what Löwdin gives for the atomic charges, in e: number 1, H, carries 0.02; number 2, H, carries 0.12; number 3, N, carries 0.19; number 4, C, carries -0.27; number 5, C, carries -0.12; number 6, H, carries 0.11; number 7, O, carries 0.11; number 8, C, carries -0.09; number 9, N, carries -0.27; number 10, H, carries 0.16; number 11, O, carries 0.04